DFT (ωB97M-V/def2-TZVPD) results for a 16-piece molecular cluster, C70H110N16 overall.

Last column: Mulliken charge in e.
Cartesian coordinates (Å):
N: -0.10537 -5.21498 3.08680  0.14
C: -1.34302 -5.40828 3.70595  -1.58
C: -2.23312 -4.65239 2.91211  -0.21
C: -1.59696 -4.03512 1.88442  -0.24
C: -0.25842 -4.39880 1.95178  -0.40
H: 0.70510 -5.76415 3.33510  0.25
H: -1.51657 -6.12150 4.49815  0.46
H: -3.29508 -4.62212 3.10635  0.58
H: -1.97086 -3.44143 1.06337  0.44
H: 0.57758 -4.13104 1.32265  0.53
N: -0.09540 4.39998 2.13490  0.18
C: -1.22660 3.94361 2.82099  -1.33
C: -0.86198 2.89991 3.65158  0.07
C: 0.45166 2.68241 3.47982  -0.54
C: 0.88712 3.56764 2.48268  -0.56
H: -0.01566 5.27922 1.64430  0.27
H: -2.19700 4.39961 2.69132  0.34
H: -1.46772 2.38174 4.38025  0.52
H: 1.14732 2.05278 4.01462  0.56
H: 1.86052 3.67264 2.02676  0.49
N: -0.92434 -1.87286 4.59300  1.28
C: -0.59766 -0.55989 4.75217  -0.49
C: -0.34486 -0.38426 6.13337  -0.64
C: -0.60915 -1.57767 6.76688  -1.33
C: -0.97018 -2.47609 5.79163  -0.27
H: -1.23018 -2.37925 3.77439  -0.16
H: -0.50965 0.05006 3.86526  0.25
H: -0.07936 0.58532 6.52812  0.51
H: -0.72678 -1.77947 7.82131  0.44
H: -1.20616 -3.52812 5.85453  0.39
N: 4.80551 -5.09833 1.77929  0.10
C: 3.78116 -4.63059 1.05567  -0.91
C: 3.31564 -5.58506 0.10997  0.25
C: 4.21048 -6.63317 0.23235  -0.91
C: 5.12203 -6.31845 1.23042  -0.64
H: 5.28853 -4.69169 2.56760  0.22
H: 3.33909 -3.67006 1.27554  0.40
H: 2.45767 -5.63927 -0.54374  0.58
H: 4.25678 -7.55172 -0.33379  0.42
H: 5.92840 -6.87323 1.68691  0.44
N: -1.30777 1.94148 -2.36975  1.22
C: -2.51199 1.98877 -2.89639  -0.34
C: -3.07749 3.16611 -2.59842  -1.39
C: -2.24967 3.84010 -1.75462  -0.73
C: -1.06264 3.11567 -1.65988  -0.60
H: -0.81977 1.06730 -2.23649  -0.35
H: -2.88203 1.17396 -3.50101  0.49
H: -4.06747 3.51956 -2.84618  0.47
H: -2.44875 4.67084 -1.09383  0.43
H: -0.25361 3.37308 -0.99234  0.67
N: -1.74059 -5.96461 -0.68243  0.20
C: -2.23901 -4.98365 -1.48832  -0.91
C: -1.20841 -4.62040 -2.44464  0.00
C: -0.12724 -5.40297 -2.16876  -0.54
C: -0.48073 -6.26728 -1.14462  -1.11
H: -2.35660 -6.41679 -0.02200  0.28
H: -3.26286 -4.67682 -1.33345  0.51
H: -1.31345 -3.88009 -3.22394  0.58
H: 0.76924 -5.38351 -2.77070  0.60
H: 0.08030 -7.08664 -0.72001  0.47
N: 5.50741 2.17471 -2.40858  0.15
C: 5.27047 3.02530 -3.44376  -0.46
C: 6.03839 4.15396 -3.26337  -0.43
C: 6.88723 3.82605 -2.17192  -0.88
C: 6.49376 2.62245 -1.57191  -0.38
H: 5.00450 1.31174 -2.25874  0.11
H: 4.48780 2.96265 -4.18531  0.49
H: 6.11383 5.05841 -3.84876  0.47
H: 7.57498 4.58092 -1.82040  0.42
H: 6.76132 1.92507 -0.79187  0.49
N: -5.09238 2.37297 -0.14854  0.39
C: -4.26447 2.64336 0.89295  -0.12
C: -4.66563 3.86493 1.45442  -1.08
C: -5.64537 4.46325 0.63275  -0.61
C: -5.93633 3.46929 -0.33096  -0.74
H: -5.11345 1.45859 -0.57699  0.12
H: -3.51115 1.95262 1.24194  0.57
H: -4.18769 4.34589 2.29504  0.55
H: -6.16987 5.40324 0.72056  0.46
H: -6.68249 3.54091 -1.10847  0.46
N: -2.54157 0.80411 -6.84261  0.04
C: -3.57241 -0.05485 -6.67855  -0.76
C: -3.19657 -0.98003 -5.81236  -0.62
C: -1.91211 -0.66366 -5.39671  0.26
C: -1.52484 0.51524 -5.96694  -1.00
H: -2.57721 1.60989 -7.45053  0.20
H: -4.46342 -0.02241 -7.28801  0.42
H: -3.71996 -1.88569 -5.54358  0.47
H: -1.31551 -1.05656 -4.58671  0.58
H: -0.64659 1.11991 -5.79532  0.53
N: -5.71694 -1.95191 -1.04471  0.05
C: -4.79922 -1.10140 -0.65878  -1.21
C: -3.76292 -1.14993 -1.56746  1.47
C: -4.09111 -2.06896 -2.55528  -1.06
C: -5.36828 -2.46318 -2.25629  -1.44
H: -6.63878 -2.04731 -0.64324  0.25
H: -4.90122 -0.47198 0.21291  0.21
H: -2.82386 -0.61715 -1.54083  0.67
H: -3.54860 -2.36120 -3.44223  0.62
H: -6.05472 -3.14365 -2.73811  0.41
N: 4.88572 -3.79978 -1.91547  0.12
C: 4.33875 -4.54762 -2.98886  -0.68
C: 3.95824 -3.70790 -4.08819  -0.69
C: 4.45915 -2.40759 -3.72493  -0.41
C: 4.92422 -2.50053 -2.36639  -0.76
H: 5.30164 -4.25258 -1.11417  0.27
H: 4.16807 -5.61019 -2.89826  0.50
H: 3.51891 -3.95234 -5.04403  0.48
H: 4.32171 -1.47427 -4.25069  0.53
H: 5.42402 -1.82431 -1.68866  0.67
N: 3.31951 -1.35318 4.65934  0.14
C: 2.70928 -1.17301 3.44835  -1.07
C: 3.65976 -1.41505 2.53139  0.80
C: 4.94408 -1.50725 3.14560  -1.75
C: 4.66412 -1.59209 4.50913  -0.36
H: 2.84455 -1.25638 5.54542  0.24
H: 1.65263 -1.02373 3.28225  0.55
H: 3.43572 -1.33048 1.47826  0.57
H: 5.92647 -1.43489 2.70281  0.45
H: 5.30567 -1.74149 5.36499  0.45
N: 2.66973 1.64849 -6.65698  0.02
C: 2.80298 0.27670 -6.48536  -1.28
C: 2.23549 0.06447 -5.24736  -0.71
C: 1.87502 1.27789 -4.61657  1.72
C: 2.01335 2.28116 -5.57519  -1.43
H: 2.91208 2.11713 -7.51824  0.20
H: 3.28044 -0.39528 -7.18314  0.47
H: 2.11403 -0.91391 -4.80643  0.87
H: 1.51681 1.39315 -3.60424  -0.38
H: 1.83979 3.34612 -5.62141  0.57
C: -6.05481 -3.07373 6.57986  -1.53
C: -5.74640 -3.09259 5.02578  -0.17
N: -5.73930 -1.76278 4.52887  0.39
C: -5.07146 -1.65804 3.22389  -1.19
C: -3.77128 -0.93012 3.36462  0.23
C: -7.06678 -1.09925 4.48038  -0.63
C: -8.15652 -1.82727 3.62022  -0.95
H: -5.71985 -2.10437 6.94898  0.40
H: -5.65949 -3.89590 7.17639  0.40
H: -7.09724 -2.96981 6.88092  0.34
H: -4.71197 -3.43510 4.99850  0.07
H: -6.17106 -3.92827 4.46952  0.46
H: -5.56038 -0.97135 2.53287  0.42
H: -4.91078 -2.60935 2.71666  0.13
H: -3.27874 -1.19455 2.42891  -0.42
H: -3.19783 -1.25935 4.23114  0.11
H: -3.90690 0.15142 3.36159  0.27
H: -7.34954 -0.90224 5.51447  0.45
H: -7.05460 -0.11674 4.00856  0.36
H: -7.92553 -1.88693 2.55665  0.13
H: -8.22070 -2.84237 4.01208  0.29
H: -9.08254 -1.26360 3.73367  0.41
C: 1.49908 -1.96940 -0.97901  0.84
C: 1.10050 -0.70353 -1.68178  0.59
N: 0.96306 0.49173 -0.86515  1.62
C: 0.33474 0.36702 0.45640  -0.23
C: -1.09596 -0.20273 0.52925  1.53
C: 2.22872 1.34871 -1.00286  1.41
C: 3.31246 0.96700 -0.08496  -0.90
H: 1.19063 -1.99050 0.06622  -0.43
H: 2.58848 -1.98191 -1.01258  -0.78
H: 1.12496 -2.76121 -1.62798  0.17
H: 1.60141 -0.65896 -2.64885  -0.51
H: 0.12626 -0.87158 -2.14083  -0.21
H: 1.07537 -0.01937 1.15659  -0.22
H: 0.21554 1.36929 0.86796  -0.11
H: -1.12952 -1.14919 -0.01038  -0.37
H: -1.36578 -0.41035 1.56472  -0.59
H: -1.64463 0.57444 -0.00278  -0.60
H: 1.92177 2.38378 -0.85285  -0.89
H: 2.60325 1.37791 -2.02607  -0.53
H: 3.72459 -0.04185 -0.10732  -0.53
H: 3.15164 1.20733 0.96599  0.16
H: 4.13744 1.64236 -0.31165  0.36
C: 1.96888 4.97425 -2.79044  -1.20
C: 2.79311 5.13319 -1.49574  0.66
N: 2.78348 6.45977 -0.78670  0.19
C: 3.31381 6.30314 0.56646  -0.25
C: 4.78597 5.89619 0.71355  -1.05
C: 3.19109 7.61417 -1.61424  -0.27
C: 3.11715 9.03392 -0.96384  -1.39
H: 2.06965 3.97882 -3.22295  0.13
H: 2.06778 5.74352 -3.55629  0.56
H: 0.90051 5.07624 -2.59996  0.37
H: 2.43033 4.45356 -0.72465  -0.49
H: 3.84894 4.90632 -1.64353  0.11
H: 3.41326 7.28990 1.01869  0.46
H: 2.58053 5.69184 1.09250  -0.13
H: 4.95360 4.90720 0.28708  0.06
H: 5.40593 6.58796 0.14328  0.30
H: 5.15524 5.90315 1.73906  0.47
H: 2.54662 7.66206 -2.49200  0.36
H: 4.16302 7.48601 -2.09069  0.31
H: 4.02951 9.17529 -0.38444  0.30
H: 2.30338 9.23156 -0.26610  0.33
H: 3.05896 9.78838 -1.74838  0.41

The energy above the lowest of the compared OMol25 structures with the same formula, charge and spin is 5.910 eV. The HOMO energy is -7.49 eV. The calculation puts the largest force on an atom at 4.3 eV Å⁻¹.